{"formula": "C20H17N3O2", "method": "ωB97M-V with the def2-TZVPD basis set", "orbital_gap_ev": 8.37, "homo_ev": -8.74, "e_tot_ha": -1086.987356, "lumo_ev": -0.37, "max_force_ev_per_a": 3.23, "smiles": "O=C(CCCCC#Cc1ccccn1)c1ncc(-c2ccccn2)o1", "de_lowest_kj_mol": 428.2, "elements": ["O", "C", "C", "N", "N", "N", "O", "C", "C", "C", "C", "C", "C", "C", "C", "C", "C", "C", "C", "C", "C", "C", "C", "C", "C", "H", "H", "H", "H", "H", "H", "H", "H", "H", "H", "H", "H", "H", "H", "H", "H", "H"], "positions_angstrom": [[-0.4863, -1.0154, 1.2403], [4.5742, 2.1261, 0.7838], [4.3846, 0.9381, 0.9047], [-1.6360, -3.1302, -1.3458], [4.4474, 4.0755, -0.5613], [-5.9726, -2.8251, -2.0278], [-2.9042, -1.5996, -0.2384], [-0.3695, -1.7743, 0.2740], [-1.6263, -2.1551, -0.4704], [-2.9764, -3.1985, -1.7318], [-3.7237, -2.2523, -1.0818], [4.4051, 5.4250, -0.6441], [-7.2980, -2.6350, -2.0444], [4.6926, 3.5376, 0.6307], [-5.2029, -2.0376, -1.1968], [4.6304, 6.2598, 0.4646], [-7.9182, -1.6710, -1.2629], [4.9302, 4.2857, 1.7916], [-5.8038, -1.1312, -0.3607], [4.9119, 5.6952, 1.7190], [-7.1666, -0.9291, -0.3866], [4.0657, -0.4884, 1.0867], [0.9186, -2.5833, 0.0713], [2.6900, -0.7870, 0.4424], [2.1236, -2.1567, 0.8994], [-3.4032, -3.9095, -2.4120], [4.2198, 5.9019, -1.5909], [-7.8749, -3.2333, -2.7300], [4.5791, 7.3559, 0.3246], [-9.0017, -1.5493, -1.3488], [5.1668, 3.7618, 2.7053], [-5.2530, -0.5582, 0.3876], [5.1879, 6.3429, 2.5762], [-7.6700, -0.1740, 0.1958], [3.9833, -0.7796, 2.1516], [4.8515, -1.0958, 0.6668], [0.7464, -3.6664, 0.2994], [1.1798, -2.5711, -0.9833], [2.8428, -0.7591, -0.6575], [1.9672, -0.0231, 0.6951], [1.8493, -2.1372, 1.9734], [2.9389, -2.8794, 0.7914]], "forces_ev_per_a": [[0.3729, -0.6600, -1.7371], [-0.1086, -1.5307, -0.3032], [0.2508, 0.4467, 0.4233], [-1.4782, 1.0850, 0.4597], [-0.1801, 1.2346, -0.5994], [1.0316, 0.6084, 0.4664], [1.7640, 0.3234, 0.1811], [-0.9537, 0.3957, 3.0567], [-0.3423, -0.7278, -0.8960], [-0.1023, 0.3019, 0.2143], [-0.0315, -1.7971, -1.2754], [0.5175, -0.5507, 1.5992], [1.4035, 0.4606, 0.2630], [-0.3462, 0.6646, 0.6319], [-0.5619, -0.8409, 0.0135], [-0.1175, 0.1703, -0.0444], [-0.9772, -0.3108, -0.2409], [0.2614, 1.3845, -0.1534], [0.2005, 1.1168, 1.2674], [0.3121, -0.5662, -0.4565], [-0.5457, 0.0128, -0.5796], [-0.9990, 0.4951, 0.4638], [-0.1100, -0.8656, -0.3875], [0.3341, -0.7547, -0.2550], [0.1686, 1.0051, 0.0606], [0.3070, -0.1883, -0.2367], [-0.1141, -0.2967, -0.3876], [0.0270, -0.2590, -0.1092], [0.0888, -0.7850, 0.1521], [0.3865, 0.0441, 0.1086], [-0.0766, 0.0420, 0.0918], [0.2669, -0.2090, -0.4364], [-0.4208, -0.6391, -0.5830], [0.2271, 0.0589, 0.3370], [0.2624, 0.4823, -0.2946], [0.2166, -0.3140, -0.2966], [-0.4668, 0.8629, -0.2401], [-0.0228, -0.0269, -0.2693], [-0.3191, -0.1406, 0.4994], [-0.0038, 0.3447, 0.0736], [0.1821, 0.1647, -0.5087], [-0.3034, -0.2421, -0.0726]], "mulliken_charge": [-0.6052, -0.0702, -0.1776, -0.4879, -0.5271, -0.4513, -0.4125, 0.3937, 0.3992, -0.2921, 0.5945, -0.1804, -0.2205, 0.4746, 0.1346, -0.3258, -0.3515, -0.4996, -0.3499, -0.3594, -0.4662, -0.5304, -0.6618, -0.6365, -0.7483, 0.4866, 0.3885, 0.4108, 0.3126, 0.3449, 0.3766, 0.3740, 0.3567, 0.4037, 0.3646, 0.3417, 0.3918, 0.3533, 0.2773, 0.4152, 0.3244, 0.4346]}

=====

{"formula": "C20H17N3OS2", "method": "ωB97M-V with the def2-TZVPD basis set", "orbital_gap_ev": 8.14, "homo_ev": -7.81, "e_tot_ha": -1808.205192, "lumo_ev": 0.33, "max_force_ev_per_a": 1.33, "smiles": "Cc1cc(SCC(=O)c2cccs2)n2nc(C)c(-c3ccccc3)c2n1", "de_lowest_kj_mol": 184.0, "elements": ["C", "C", "N", "C", "C", "C", "N", "N", "C", "C", "H", "S", "C", "C", "O", "C", "C", "C", "C", "S", "H", "H", "H", "H", "H", "C", "H", "H", "H", "C", "C", "C", "C", "C", "C", "H", "H", "H", "H", "H", "H", "H", "H"], "positions_angstrom": [[-1.7923, -4.3912, 1.0413], [-1.1203, -3.1572, 0.5380], [-1.8518, -2.0781, 0.4038], [-1.2728, -0.9707, -0.0398], [-1.7541, 0.3264, -0.2472], [-0.6401, 1.0583, -0.6956], [0.4450, 0.2872, -0.7587], [0.0880, -0.9271, -0.3664], [0.8556, -2.0298, -0.2482], [0.2537, -3.1747, 0.2145], [0.8385, -4.0718, 0.3238], [2.5676, -2.0020, -0.6130], [2.7700, -0.6252, -1.7777], [2.4873, 0.8152, -1.3528], [2.3022, 1.6238, -2.2435], [2.7891, 1.2540, 0.0120], [2.8377, 2.5719, 0.3890], [3.1524, 2.7514, 1.7467], [3.3345, 1.5699, 2.3952], [3.1237, 0.2190, 1.3622], [3.5821, 1.4072, 3.4258], [3.2404, 3.7128, 2.2202], [2.6597, 3.3693, -0.3092], [3.8294, -0.6787, -2.0441], [2.1819, -0.8371, -2.6712], [-0.5566, 2.4800, -1.1124], [-0.3667, 3.1173, -0.2484], [0.2698, 2.5979, -1.8082], [-1.4873, 2.7916, -1.5806], [-3.1289, 0.7645, -0.0490], [-4.1742, -0.1362, -0.2521], [-5.4853, 0.2603, -0.0757], [-5.7774, 1.5593, 0.3079], [-4.7456, 2.4556, 0.5269], [-3.4309, 2.0641, 0.3529], [-2.6360, 2.7643, 0.5553], [-4.9652, 3.4664, 0.8399], [-6.8033, 1.8692, 0.4423], [-6.2860, -0.4464, -0.2397], [-3.9442, -1.1482, -0.5459], [-2.8355, -4.1763, 1.2510], [-1.7279, -5.1840, 0.2979], [-1.3039, -4.7405, 1.9491]], "forces_ev_per_a": [[-0.0001, -0.0290, 0.0141], [-0.0224, 0.2096, -0.0134], [-0.4664, -0.5657, 0.2658], [0.4352, 0.7827, -0.2113], [0.3023, -0.3460, 0.0228], [-0.1016, -0.6023, 0.1204], [0.0112, 0.2373, -0.2180], [-1.2576, -0.2534, 0.3468], [0.3600, -0.3562, -0.0928], [0.1854, 0.3710, -0.1199], [0.0723, -0.1261, -0.0399], [-0.0829, -0.0386, -0.1432], [-0.2537, -0.1786, -0.1755], [0.5578, 0.0082, -0.7401], [0.2159, -0.0411, 0.0580], [0.3059, 0.3848, 0.7708], [0.0016, -0.4438, -0.3841], [0.0413, -0.0348, 0.3228], [-0.0542, -0.1885, -0.1888], [0.0741, 0.5968, 0.1826], [0.0583, 0.0188, 0.2256], [0.0223, 0.1513, 0.1006], [-0.0314, 0.1093, -0.1795], [-0.0315, -0.0232, -0.0006], [0.1221, 0.1656, 0.0341], [0.1288, 0.0298, -0.0433], [-0.0329, 0.0894, 0.0286], [0.0041, 0.0783, -0.0335], [-0.0363, 0.0583, 0.0012], [-0.1784, 0.0180, 0.0229], [-0.0111, 0.0501, -0.0506], [-0.0915, -0.0157, 0.0061], [-0.0822, 0.0301, 0.0281], [-0.0770, 0.1091, 0.0041], [0.0173, -0.0903, 0.0111], [0.0909, 0.0681, 0.0108], [-0.0157, 0.0685, 0.0241], [-0.0748, 0.0224, 0.0130], [-0.0578, -0.0567, -0.0184], [-0.0259, -0.0545, -0.0282], [-0.0283, -0.0149, 0.0122], [-0.0074, -0.1084, -0.0214], [0.0141, -0.0896, 0.0761]], "mulliken_charge": [-1.2480, 0.8913, -0.5286, 0.2992, -0.0768, 0.4675, -0.7100, 0.3613, 1.0861, -1.3455, 0.4268, -0.1228, -0.9245, 1.2023, -0.6866, 0.0251, -0.5402, -0.6453, -0.3775, -0.0212, 0.4481, 0.3987, 0.5484, 0.3979, 0.4113, -1.8829, 0.2820, 0.3687, 0.5596, 0.5862, -0.4317, -0.6861, -0.3880, -0.6726, -0.3820, 0.3812, 0.3793, 0.3836, 0.3746, 0.4068, 0.3449, 0.3136, 0.3257]}